Record 1
C31H41Cl3N4O2PbSbSi3 | ωB97M-V/def2-TZVPD

Its charge is +1. Its gap between HOMO and LUMO is 0.250 Ha. For the LUMO energy, the calculation gives -3.8 eV. Its molar mass is 1021.3 g mol⁻¹. The strongest force on any atom is 0.51 eV/Å.

```
86
Properties=species:S:1:pos:R:3:mulliken_charge:R:1
Pb 0.21 0.00 1.28 1.4487
Cl -0.10 -6.45 5.33 -0.2053
C 0.25 -4.95 4.56 0.2686
C -0.75 -4.27 3.88 -1.0038
C -0.44 -3.07 3.26 0.8963
Cl -1.78 -2.24 2.49 -0.1059
C 0.84 -2.50 3.25 -0.5357
O 1.19 -1.37 2.65 -0.2092
C 1.79 -3.22 4.00 0.5258
Cl 3.39 -2.56 4.16 -0.2348
C 1.52 -4.41 4.63 -0.8287
H -1.75 -4.66 3.84 0.4905
H 2.30 -4.92 5.18 0.4667
N -0.68 0.55 3.55 -0.4207
C -1.48 1.72 3.39 0.7131
C -2.83 1.68 3.68 -0.8160
C -3.62 2.80 3.46 -0.6674
C -3.05 3.96 2.96 -0.9438
C -1.70 3.99 2.65 -0.6441
C -0.89 2.87 2.85 0.6701
C 0.56 2.93 2.50 0.1118
C 1.26 4.09 2.82 -0.5742
C 2.58 4.27 2.45 -0.7902
C 3.23 3.28 1.74 -0.9752
C 2.55 2.11 1.41 -0.2209
C 1.23 1.91 1.81 -0.2524
H -1.16 -0.18 4.05 0.2864
H 0.22 0.74 3.99 0.3343
H -3.26 0.78 4.09 0.4563
H -4.67 2.77 3.70 0.4278
H -3.66 4.84 2.79 0.4262
H -1.26 4.88 2.24 0.5368
H 0.75 4.87 3.38 0.5657
H 3.10 5.18 2.72 0.4100
H 4.26 3.40 1.43 0.4903
H 3.08 1.35 0.85 0.5217
N 3.90 -1.20 1.18 -0.0091
C 3.37 -0.83 0.02 0.1727
O 2.14 -0.63 -0.11 0.0938
C 4.25 -0.62 -1.11 -0.5587
C 3.69 -0.25 -2.30 0.9500
N 3.21 0.11 -3.30 -0.1409
C 5.65 -0.79 -1.02 -0.3957
N 6.79 -0.92 -0.87 -0.4632
H 4.89 -1.38 1.27 0.2057
H 3.29 -1.32 1.98 0.0458
C 3.20 -1.85 -5.46 -1.0214
Si 2.59 -0.16 -4.98 -0.0062
C 0.74 -0.06 -4.82 -0.4422
C 3.32 1.21 -5.98 -0.9978
Sb -0.80 -0.76 -1.30 -0.5830
Si -2.85 -2.34 -1.19 0.5403
C -3.27 -2.36 -3.02 -1.1226
C -4.33 -1.76 -0.20 -0.9903
C -2.25 -4.04 -0.70 -0.8211
Si -2.02 1.53 -1.43 0.6365
C -3.13 1.84 0.04 -0.0488
C -3.02 1.52 -3.02 -1.0764
C -0.65 2.81 -1.49 -0.6621
H 2.86 -2.10 -6.47 0.3672
H 2.82 -2.61 -4.78 0.3357
H 4.29 -1.89 -5.46 0.3475
H 0.29 0.00 -5.81 0.4483
H 0.44 0.82 -4.26 0.0226
H 0.34 -0.95 -4.31 0.1041
H 3.00 1.13 -7.02 0.3432
H 4.40 1.19 -5.95 0.3361
H 2.99 2.18 -5.60 0.3320
H -3.48 -1.37 -3.42 0.2800
H -4.17 -2.97 -3.18 0.3837
H -2.47 -2.81 -3.61 0.3144
H -4.68 -0.78 -0.53 0.2915
H -4.13 -1.71 0.87 0.2434
H -5.15 -2.46 -0.36 0.4149
H -1.48 -4.39 -1.39 0.3183
H -3.08 -4.75 -0.74 0.3615
H -1.84 -4.06 0.31 0.1009
H -3.86 1.05 0.18 0.1249
H -3.67 2.77 -0.12 0.4665
H -2.57 1.95 0.97 -0.5277
H -3.86 0.84 -2.96 0.2821
H -2.42 1.26 -3.89 0.3144
H -3.42 2.52 -3.19 0.3985
H -0.17 2.91 -0.51 0.0165
H -1.05 3.79 -1.76 0.4765
H 0.12 2.54 -2.21 0.1788
```

---

Record 2
C31H41F6N8OY | ωB97M-V/def2-TZVPD

Its charge is 0. Its gap between HOMO and LUMO is 0.256 Ha. For the LUMO energy, the calculation gives 0.1 eV. Its molar mass is 744.6 g mol⁻¹. The strongest force on any atom is 0.96 eV/Å.

```
88
Properties=species:S:1:pos:R:3:mulliken_charge:R:1
Y 0.43 0.59 0.42 0.5531
C 4.07 0.95 -0.01 -1.1315
C 3.60 2.24 0.66 -0.2045
N 2.54 2.01 1.63 0.1643
C 2.99 1.46 2.90 -2.1099
C 3.06 -0.05 2.85 1.0988
C 3.92 -0.77 3.68 -1.0539
C 3.90 -2.15 3.62 -0.7177
C 3.04 -2.78 2.74 -1.1056
C 2.22 -1.99 1.94 0.8839
C 1.22 -2.61 1.00 -1.5644
N 0.98 -1.79 -0.20 0.9276
C 2.02 -1.94 -1.23 -0.4785
C 3.28 -1.17 -0.90 -1.3689
N 2.97 0.24 -0.66 0.1564
N 2.24 -0.66 1.99 1.2963
H 4.49 0.28 0.74 0.4393
H 4.88 1.19 -0.70 0.6415
H 3.20 2.90 -0.11 -0.5822
H 4.47 2.73 1.11 0.5255
H 2.01 2.87 1.75 0.3530
H 2.27 1.72 3.67 0.4994
H 3.96 1.86 3.21 0.4519
H 4.58 -0.24 4.35 0.5283
H 4.56 -2.73 4.25 0.4162
H 3.01 -3.86 2.66 0.5383
H 0.27 -2.69 1.54 0.5035
H 1.53 -3.63 0.73 0.3653
H 0.13 -2.17 -0.62 -0.3991
H 1.61 -1.55 -2.17 0.1385
H 2.24 -3.00 -1.41 0.3514
H 4.00 -1.31 -1.71 0.5737
H 3.75 -1.57 0.00 0.4430
H 2.78 0.68 -1.56 0.2316
C 1.24 4.69 -1.38 -1.9600
C 0.51 3.35 -1.49 1.2501
O 0.67 2.57 -0.40 -0.4633
C 1.07 2.56 -2.71 0.1853
F 0.67 3.02 -3.90 -0.3243
F 2.42 2.58 -2.71 -0.3352
F 0.73 1.25 -2.64 0.0395
C -0.99 3.67 -1.77 0.3490
F -1.65 2.65 -2.34 -0.1881
F -1.61 3.97 -0.62 -0.2554
F -1.14 4.73 -2.60 -0.3317
H 2.27 4.52 -1.06 0.3619
H 0.73 5.30 -0.64 0.4353
H 1.26 5.23 -2.33 0.3925
N -1.70 -1.97 -5.42 -0.4635
C -1.56 -2.88 -4.41 0.3932
C -0.75 -2.60 -3.29 0.2908
N -0.58 -3.47 -2.31 -0.0917
C -1.22 -4.64 -2.43 -0.4329
C -2.01 -4.91 -3.53 -0.3226
N -2.18 -4.04 -4.52 -0.6758
H -1.61 -1.00 -5.17 0.2752
H -2.46 -2.16 -6.05 0.2790
H -0.26 -1.64 -3.21 -0.0953
H -1.09 -5.36 -1.63 0.4180
H -2.52 -5.86 -3.62 0.3892
C -0.35 0.43 2.80 -0.5371
C -1.76 0.62 3.14 0.2454
C -2.63 -0.47 3.29 -0.1093
C -3.98 -0.30 3.54 -0.8213
C -4.52 0.99 3.65 0.4296
C -3.66 2.09 3.51 -0.9551
C -2.32 1.90 3.27 -0.2525
C -5.91 1.17 3.91 0.0226
N -7.03 1.32 4.12 -0.5665
H 0.26 1.18 3.31 0.2155
H -0.01 -0.56 3.15 0.4049
H -2.24 -1.47 3.20 0.3279
H -4.63 -1.15 3.65 0.4525
H -4.07 3.09 3.60 0.4477
H -1.68 2.77 3.15 0.3639
C -2.79 -0.15 -2.55 -1.3305
C -2.69 -0.65 -1.11 2.0286
C -4.11 -0.85 -0.56 -1.7792
C -1.85 0.29 -0.25 -0.4445
H -3.31 -0.86 -3.19 0.3964
H -1.80 0.07 -2.97 -0.2260
H -3.36 0.79 -2.57 0.5206
H -2.23 -1.65 -1.14 -0.4748
H -4.63 0.12 -0.51 0.3430
H -4.08 -1.26 0.45 0.3261
H -4.71 -1.52 -1.19 0.4840
H -2.17 1.32 -0.47 0.2335
H -2.18 0.15 0.79 -0.2291
```

---

Record 3
C31H41N3O5PtS2Te | ωB97M-V/def2-TZVPD

Its charge is +1. Its gap between HOMO and LUMO (alpha / beta) is 0.270 / 0.266 Ha. For the LUMO energy (alpha / beta), the calculation gives -3.0 / -3.1 eV. Its molar mass is 922.5 g mol⁻¹. As for the spin multiplicity: 2. The strongest force on any atom is 2.88 eV/Å.

```
84
Properties=species:S:1:pos:R:3:lowdin_spin:R:1
Pt 0.86 -2.13 1.38 0.0131
C -0.34 -4.82 2.62 0.0000
C -1.34 -4.21 1.66 0.0000
N -1.24 -2.74 1.58 0.0011
C -2.01 -1.97 2.56 0.0000
C -1.49 -2.06 3.99 -0.0001
S 0.25 -1.61 4.15 -0.0016
C 1.03 -3.13 4.78 -0.0001
C 1.73 -4.02 3.73 0.0001
N 0.95 -4.15 2.49 -0.0012
H -0.26 -5.89 2.42 0.0000
H -0.69 -4.73 3.65 0.0000
H -2.36 -4.50 1.94 0.0000
H -1.15 -4.58 0.66 -0.0001
H -1.52 -2.47 0.64 0.0000
H -3.05 -2.31 2.55 0.0000
H -1.98 -0.93 2.24 0.0000
H -1.65 -3.05 4.42 0.0000
H -2.06 -1.36 4.60 0.0000
H 0.28 -3.68 5.35 0.0000
H 1.79 -2.79 5.49 0.0000
H 1.92 -5.00 4.18 -0.0001
H 2.69 -3.58 3.46 0.0003
H 1.52 -4.62 1.79 0.0009
O -1.50 -2.96 -1.34 0.0045
S 2.40 -2.53 -0.98 0.3704
O 3.37 -2.76 -2.03 0.2181
O 2.35 -3.59 0.07 0.1791
O 2.47 -1.20 -0.30 0.1823
C -3.87 6.31 -2.88 0.0000
C -3.16 5.12 -2.30 0.0000
C -3.45 3.83 -2.71 0.0000
C -2.81 2.72 -2.18 0.0000
C -3.22 1.37 -2.70 0.0000
C -1.82 2.93 -1.20 0.0000
Te -1.12 1.04 -0.39 0.0011
N 0.24 -0.28 1.13 0.0001
C 0.98 0.76 1.15 -0.0004
O 0.57 1.80 0.39 -0.0002
C 2.17 1.06 1.99 0.0008
C 3.02 0.08 2.49 0.0022
C 4.10 0.43 3.28 0.0004
C 4.35 1.76 3.58 0.0000
C 3.51 2.75 3.08 0.0004
C 2.43 2.40 2.29 -0.0001
C -0.16 0.25 -2.09 -0.0002
C -0.56 -1.02 -2.52 0.0091
C -1.79 -1.74 -2.02 0.0005
C 0.13 -1.63 -3.56 0.0110
C 1.24 -1.03 -4.14 0.0032
C 2.01 -1.72 -5.23 0.0001
C 1.58 0.24 -3.72 -0.0001
C 0.90 0.92 -2.72 0.0010
C 1.35 2.32 -2.39 0.0003
C -1.51 4.22 -0.75 0.0000
C -0.52 4.59 0.33 0.0000
C -2.19 5.29 -1.33 0.0000
H -4.64 6.01 -3.60 0.0000
H -3.17 6.97 -3.40 0.0000
H -4.36 6.89 -2.10 0.0000
H -4.22 3.68 -3.47 0.0000
H -4.02 1.46 -3.42 0.0000
H -3.58 0.72 -1.89 0.0000
H -2.39 0.86 -3.19 0.0000
H 2.86 -0.96 2.24 0.0022
H 4.77 -0.34 3.65 0.0000
H 5.20 2.03 4.19 0.0000
H 3.71 3.79 3.29 0.0000
H 1.78 3.17 1.89 0.0000
H -2.34 -1.14 -1.30 0.0000
H -1.03 -3.56 -1.93 0.0011
H -2.46 -1.93 -2.86 0.0001
H -0.20 -2.60 -3.92 0.0001
H 1.81 -2.79 -5.24 0.0000
H 3.08 -1.57 -5.09 0.0001
H 1.75 -1.31 -6.21 0.0002
H 2.42 0.74 -4.20 0.0000
H 2.08 2.66 -3.13 0.0000
H 1.80 2.38 -1.41 0.0001
H 0.51 3.02 -2.42 0.0001
H 0.02 3.74 0.72 0.0000
H -1.04 5.07 1.16 0.0000
H 0.20 5.30 -0.06 0.0000
H -1.94 6.29 -1.00 0.0000
```

---

Q: Which electronic energy values were calculated for the entries above? A: -4257.48105; -2356.80988; -2929.71818, in Ha.
Q: Which relative energy (zero: lowest compared OMol25 entry of this formula, charge and spin) values were calculated for the entries above? A: 0.0; 110.6; 287.6, in kJ/mol.